(1)
{
  "formula": "C28H34N3NaO5S4Sb2",
  "method": "ωB97M-V/def2-TZVPD",
  "species": ["Na", "O", "C", "S", "C", "C", "S", "S", "S", "C", "Sb", "C", "C", "C", "C", "C", "C", "C", "C", "C", "Sb", "C", "C", "H", "H", "H", "H", "H", "H", "H", "H", "H", "H", "H", "H", "H", "H", "H", "H", "H", "H", "H", "H", "N", "C", "N", "C", "C", "C", "C", "C", "H", "H", "H", "H", "H", "H", "H", "H", "H", "H", "O", "C", "O", "C", "C", "C", "C", "C", "C", "N", "O", "O", "H", "H", "H", "H"],
  "coordinates": [[-0.79745, 0.25219, 0.63116], [1.35256, 6.97757, 1.61879], [0.91833, 5.86074, 1.39725], [-0.34352, 5.07587, 2.33073], [-0.49916, 3.57242, 1.39334], [0.31592, 3.47993, 0.31611], [0.46024, 2.21236, -0.88224], [1.38798, 4.86203, 0.03117], [-1.69672, 2.47884, 2.03084], [4.26019, 1.19141, -2.42545], [2.63595, -0.01078, -1.62593], [3.40985, 0.15572, 0.36049], [3.66868, -1.95766, -2.14771], [4.61537, -2.37662, -1.08941], [5.90975, -1.84921, -1.08676], [6.79646, -2.07699, -0.04870], [6.39841, -2.85374, 1.02886], [5.12952, -3.41176, 1.02411], [4.22837, -3.21082, -0.02093], [2.90911, -3.92453, 0.02536], [1.04741, -2.75724, -0.07486], [0.11730, -3.85062, 1.52485], [0.18624, -3.97901, -1.62362], [5.21023, 0.93995, -1.95156], [4.01643, 2.23072, -2.20242], [4.34299, 1.07075, -3.50580], [4.44422, -0.18283, 0.40710], [2.79633, -0.39231, 1.07265], [3.33275, 1.21538, 0.60027], [4.18428, -1.73859, -3.08548], [2.90050, -2.70120, -2.35430], [6.20813, -1.21969, -1.91830], [7.78610, -1.63634, -0.07338], [7.06701, -3.02764, 1.86299], [4.82188, -4.03313, 1.85880], [2.83924, -4.50208, 0.94924], [2.84189, -4.63836, -0.80224], [0.34154, -4.91562, 1.44142], [-0.95842, -3.69107, 1.49485], [0.49651, -3.45620, 2.46697], [0.14699, -5.02703, -1.32354], [0.74402, -3.88545, -2.55629], [-0.82488, -3.60281, -1.77984], [1.02533, -0.61673, 2.78208], [0.32309, -0.50968, 3.69354], [-0.43612, -0.37121, 4.77384], [-1.86769, -0.05102, 4.59235], [-2.73831, -1.20630, 5.10486], [-2.04426, -2.54394, 4.85712], [-0.75590, -2.64850, 5.68818], [-0.14647, -1.25488, 5.89717], [-2.03366, 0.11905, 3.53133], [-2.08470, 0.88222, 5.11594], [-3.70108, -1.16916, 4.59303], [-2.94488, -1.09120, 6.17552], [-1.80128, -2.59982, 3.79467], [-2.71322, -3.37695, 5.08349], [-0.04044, -3.29640, 5.17623], [-0.95245, -3.09616, 6.66777], [0.93296, -1.29963, 6.04385], [-0.57661, -0.77947, 6.78200], [-2.02426, -1.37750, -0.40893], [-2.56751, -1.66803, 0.67715], [-2.16934, -1.36500, 1.82035], [-3.85126, -2.49538, 0.60071], [-4.39742, -2.83002, -0.63192], [-5.55809, -3.59073, -0.71142], [-6.18257, -4.03178, 0.44185], [-5.62238, -3.69189, 1.66596], [-4.47061, -2.92925, 1.76298], [-6.27422, -4.16017, 2.88956], [-7.27844, -4.84756, 2.77970], [-5.75356, -3.90062, 3.95720], [-3.88736, -2.47432, -1.51753], [-5.97807, -3.84172, -1.67710], [-7.08301, -4.62677, 0.41418], [-4.04477, -2.66792, 2.72035]],
  "forces_ev_per_a": [[0.224, 0.403, 0.099], [0.152, -0.031, 0.116], [-0.306, 0.088, -0.241], [0.084, -0.077, 0.022], [0.096, 0.165, 0.019], [-0.049, 0.087, 0.072], [0.046, -0.060, 0.061], [0.064, -0.037, 0.073], [0.028, -0.114, -0.051], [-0.044, 0.023, 0.066], [-0.073, 0.058, -0.316], [-0.137, 0.000, 0.012], [0.186, -0.061, 0.095], [-0.066, -0.071, -0.088], [0.060, -0.004, -0.014], [0.010, 0.004, 0.010], [0.031, 0.008, 0.028], [0.002, 0.002, -0.002], [0.087, -0.040, 0.141], [-0.041, -0.015, -0.090], [-0.057, 0.045, 0.144], [0.066, -0.063, -0.010], [-0.099, 0.030, -0.010], [-0.010, -0.024, 0.014], [0.005, 0.010, -0.019], [-0.012, -0.015, -0.028], [0.014, 0.047, -0.011], [0.026, 0.024, -0.008], [0.039, 0.043, 0.035], [0.009, 0.032, 0.015], [-0.056, -0.010, 0.008], [-0.003, -0.007, 0.006], [0.007, 0.002, -0.006], [0.007, -0.002, 0.008], [-0.011, -0.006, -0.005], [0.030, -0.014, -0.013], [-0.057, 0.047, -0.038], [0.001, -0.009, 0.000], [-0.027, 0.006, 0.005], [-0.001, -0.002, 0.020], [0.031, -0.011, 0.010], [0.021, 0.022, 0.026], [-0.027, -0.039, -0.039], [0.072, -0.116, -0.078], [-0.046, 0.042, 0.025], [-0.041, 0.025, 0.002], [-0.064, 0.052, -0.008], [0.025, -0.015, -0.004], [-0.020, 0.018, 0.000], [0.009, 0.008, -0.004], [0.031, -0.027, 0.029], [-0.007, -0.005, 0.088], [0.014, -0.010, -0.005], [-0.001, 0.011, -0.006], [-0.012, 0.001, -0.005], [-0.002, -0.007, -0.022], [0.002, -0.003, -0.008], [0.010, 0.000, 0.014], [-0.010, -0.002, -0.007], [-0.016, 0.005, -0.005], [0.013, 0.003, -0.001], [-0.041, -0.200, -0.176], [-0.176, -0.169, 0.018], [-0.036, -0.023, 0.057], [0.037, -0.030, -0.079], [-0.010, -0.001, 0.037], [0.029, 0.013, -0.017], [-0.047, -0.016, 0.094], [0.072, 0.215, -0.267], [-0.054, -0.033, 0.078], [0.152, -0.516, 0.215], [-0.064, 0.174, -0.034], [-0.080, 0.165, -0.048], [0.006, 0.003, -0.005], [-0.005, -0.008, 0.002], [0.000, 0.004, -0.006], [0.010, 0.006, 0.012]],
  "lowdin_charge": [0.01, -0.15, -1.10, 0.87, -1.20, -1.18, 0.34, 0.87, 0.41, -0.35, 1.19, -0.33, -0.35, -0.32, -0.09, -0.12, -0.12, -0.07, -0.28, -0.32, 1.36, -0.32, -0.33, -0.02, -0.01, -0.02, 0.00, -0.06, 0.00, 0.05, 0.01, 0.10, 0.09, 0.09, 0.10, 0.04, 0.06, 0.00, -0.01, -0.02, 0.00, -0.01, -0.02, 0.20, -0.27, -0.08, -0.15, -0.17, -0.20, -0.17, -0.16, 0.05, 0.11, 0.11, 0.11, 0.08, 0.11, 0.10, 0.10, 0.12, 0.12, -0.06, -0.65, -0.04, -0.09, 0.00, -0.07, -0.02, -0.14, 0.07, -0.36, 0.04, 0.07, 0.12, 0.10, 0.11, 0.11],
  "orbital_gap_ev": 3.784,
  "mol_weight_g_mol": 887.4,
  "de_lowest_ev": 0.574,
  "total_charge": -2,
  "energy_ev": -105129.3618,
  "homo_ev": -0.669
}



(2)
{
  "formula": "C28H34N4O2",
  "method": "ωB97M-V/def2-TZVPD",
  "species": ["C", "H", "H", "H", "C", "N", "C", "C", "C", "C", "C", "C", "H", "H", "C", "C", "C", "N", "C", "C", "C", "O", "N", "C", "N", "C", "C", "C", "C", "H", "H", "H", "H", "H", "C", "H", "H", "H", "H", "C", "H", "C", "C", "C", "O", "H", "H", "C", "H", "H", "H", "C", "H", "H", "H", "H", "H", "H", "H", "C", "C", "H", "H", "H", "H", "H", "H", "H"],
  "coordinates": [[-1.58595, -5.84172, -0.69288], [-0.92817, -6.54699, -1.40553], [-2.53535, -5.98610, -0.88758], [-1.27843, -6.00854, 0.23042], [-1.32185, -4.58504, -1.36740], [-2.01543, -3.54401, -0.24998], [-1.31874, -2.38833, 0.06933], [-0.55202, -1.59290, -1.23649], [0.07970, -0.40215, -0.96057], [0.14986, 0.10081, 0.38973], [-0.60079, -0.32682, 1.44614], [-1.30294, -1.61853, 1.08118], [-1.67302, -2.41591, 1.87356], [-0.49999, -0.02891, 2.46354], [0.77379, 1.46817, 0.52637], [2.21026, 1.22776, 0.82776], [3.10158, 1.42004, -0.29553], [2.50354, 2.20163, -1.33474], [1.38107, 2.93010, -1.45400], [0.37962, 2.55070, -0.28977], [-0.99239, 3.09187, -0.43957], [-1.35818, 4.26910, -0.68278], [-1.86058, 2.42312, 0.36428], [-3.27514, 2.55468, 0.66247], [-3.83080, 1.59508, 0.72502], [-5.04458, 1.51243, 1.18254], [-5.87612, 2.43891, 0.95458], [-5.20276, 3.90848, 0.42575], [-3.96002, 3.66312, 0.32767], [-3.30495, 4.50536, -0.10149], [-5.78099, 4.76497, 0.20963], [-6.97792, 2.60511, 1.02978], [-5.54318, 0.62306, 1.60124], [-1.58789, 1.25207, 0.57560], [0.99436, 3.68152, -2.53248], [1.70836, 4.82869, -2.41052], [1.28532, 3.25369, -3.64894], [-0.00476, 4.10260, -2.27664], [3.13939, 2.57122, -2.15056], [4.40932, 1.38822, -0.31046], [4.89523, 0.97582, -1.27945], [4.72691, 0.13318, 0.72846], [4.21302, 0.30593, 1.91535], [2.77104, 0.49752, 1.92601], [2.03519, 0.45896, 2.80812], [4.65733, -0.55038, 2.54987], [4.89214, 1.11958, 2.34683], [6.51670, -0.25701, 0.59685], [6.88573, 0.87429, 0.85846], [6.66317, -0.23190, -0.38244], [6.66771, -0.90236, 1.14985], [4.26301, -1.17346, -0.12515], [4.66052, -2.00123, 0.46870], [3.22346, -1.21074, -0.03522], [4.74345, -1.49410, -0.95248], [5.13935, 2.22909, 0.13830], [0.44483, 1.77986, 1.57348], [0.57287, 0.07830, -1.61687], [-0.49268, -1.92940, -2.09139], [-3.22539, -3.24313, -0.29760], [-4.04722, -2.56449, 0.43093], [-3.69662, -1.48313, 0.72083], [-3.94449, -3.01100, 1.39733], [-5.32041, -2.48414, 0.37822], [-3.80953, -4.32281, -0.68725], [-3.44995, -2.74542, -1.50088], [-0.25916, -4.35163, -1.12822], [-1.62947, -4.14278, -2.12939]],
  "forces_ev_per_a": [[3.634, -2.029, -7.174], [-1.671, 0.522, 1.561], [-4.914, -1.913, -0.260], [1.398, 0.072, 4.110], [3.809, 1.821, 11.851], [10.115, -1.519, 2.435], [4.390, 1.922, -9.522], [-1.452, 2.908, 11.310], [-3.834, -5.337, 5.616], [-1.575, 1.800, -0.551], [-0.455, -4.525, -3.080], [-0.070, -0.048, 7.888], [0.237, 2.551, -0.150], [-0.207, 0.468, 0.350], [0.078, -1.518, 6.093], [4.250, 0.350, -7.471], [-11.033, 4.050, 2.140], [3.299, 1.558, -4.319], [-4.300, -5.664, 8.804], [2.850, 3.885, -8.364], [-0.576, 2.352, 4.148], [1.673, -0.801, -2.141], [0.511, -5.947, 1.235], [10.964, 11.504, -4.472], [-4.943, -18.003, 4.062], [-2.917, -4.101, 0.779], [-3.912, 9.911, -1.904], [-5.054, -6.167, 2.083], [4.660, 8.706, -1.928], [-0.897, -1.239, 0.898], [-0.338, 0.599, -0.370], [1.097, -1.178, 0.582], [1.195, -0.430, -0.340], [-1.206, 4.492, -0.826], [1.901, 5.597, -4.103], [-1.797, -3.185, -0.658], [-1.079, 1.070, 2.986], [0.399, -0.468, -1.117], [-0.724, -1.588, 2.309], [11.310, -3.170, 1.528], [-0.893, 1.186, 1.204], [6.840, -3.153, -13.556], [1.800, -0.747, 8.923], [0.838, 3.293, -3.261], [-3.558, -2.145, 7.106], [-1.584, 0.776, -0.297], [-1.746, -0.054, 0.134], [-6.702, 17.183, -4.508], [-0.073, -2.967, 0.205], [0.753, -1.063, -4.106], [3.229, -11.256, 9.365], [0.337, 0.963, 5.676], [-0.498, -0.244, 0.830], [-1.775, -0.539, -0.816], [1.080, 0.435, -3.640], [-2.144, -1.060, -1.236], [-0.087, -0.375, -0.803], [3.406, 3.406, -4.919], [0.236, -3.709, -8.551], [-7.138, -6.703, -14.907], [-7.815, 7.504, 8.948], [-0.762, -1.635, -1.028], [-0.361, -0.313, 1.636], [3.930, -0.577, -0.934], [0.981, 2.295, 1.422], [0.450, -0.355, 1.548], [-0.540, 0.231, -0.868], [-3.018, 2.319, -7.581]],
  "lowdin_charge": [-0.08, 0.15, 0.01, 0.04, -0.06, -0.12, -0.22, 0.13, 0.00, -0.21, 0.01, -0.06, 0.16, 0.11, -0.26, 0.00, -0.22, 0.11, -0.29, -0.01, -0.41, -0.02, 0.16, -0.42, 0.14, -0.21, 0.00, 0.04, -0.10, 0.14, 0.08, 0.10, 0.12, 0.20, -0.06, 0.19, 0.15, 0.06, 0.19, -0.11, 0.16, -0.43, -0.15, -0.41, 0.17, 0.18, 0.18, 0.09, 0.13, 0.01, -0.08, -0.01, 0.09, 0.06, 0.04, 0.18, 0.17, 0.04, -0.01, -0.56, -0.19, 0.11, 0.07, 0.18, 0.19, 0.16, 0.13, 0.03],
  "orbital_gap_ev": 6.805,
  "mol_weight_g_mol": 458.6,
  "de_lowest_ev": 27.944,
  "total_charge": 0,
  "energy_ev": -39617.0348,
  "homo_ev": -7.245
}